1.
The following is a quantum chemistry calculation of one molecule with the formula C5H9NO in a non-equilibrium geometry, from the OMol25 dataset.

Structure (XYZ):
```
16
Properties=species:S:1:pos:R:3:mulliken_charge:R:1
C -0.838 1.551 -1.008 -1.106
C -0.769 0.134 -0.438 -0.627
C 0.437 0.002 0.487 0.101
O 0.232 0.705 1.698 -0.519
C 0.771 -1.442 0.884 -0.541
C 1.100 -2.219 -0.313 0.259
N 1.324 -2.790 -1.295 -0.432
H 0.114 1.788 -1.497 0.317
H -1.637 1.665 -1.745 0.338
H -1.002 2.306 -0.228 0.328
H -0.676 -0.587 -1.257 0.399
H -1.679 -0.121 0.123 0.296
H 1.316 0.380 -0.060 0.222
H -0.406 1.415 1.547 0.352
H -0.074 -1.914 1.394 0.294
H 1.628 -1.449 1.568 0.320
```

Computed properties:
Calculated total energy (Eh): -325.90094
LUMO energy (eV): 0.79
Highest occupied orbital energy (Ha): -0.3993
SMILES: CC[C@@H](O)CC#N
Energy relative to the best compared isomer or geometry (same formula, charge and spin) (kJ/mol): 96.12

---

2.
The following is a quantum chemistry calculation of one molecule with the formula C27H39N3O5, from the OMol25 dataset.

Structure (XYZ):
```
74
Properties=species:S:1:pos:R:3:mulliken_charge:R:1
C 0.474 6.303 2.540 -1.112
C 0.532 5.925 1.065 -0.473
C -0.719 5.189 0.583 -0.825
C -0.862 3.804 1.206 -0.040
C -2.059 3.043 0.639 -0.946
C -2.204 1.687 1.308 0.720
O -1.453 1.321 2.197 -0.693
N -3.221 0.899 0.891 0.186
C -4.172 1.169 -0.160 -1.226
C -4.004 0.143 -1.288 -0.330
N -4.178 -1.184 -0.736 0.116
C -4.422 -2.231 -1.697 -1.089
C -3.395 -2.404 -2.837 -0.872
N -2.107 -2.761 -2.329 -0.282
C -1.060 -2.140 -2.709 -0.302
C 0.251 -2.484 -2.221 0.619
C 0.408 -3.472 -1.280 0.277
O -0.614 -4.153 -0.805 -0.656
C 1.745 -3.858 -0.737 -1.319
C 2.788 -2.754 -0.903 0.050
C 2.622 -1.591 0.051 -0.572
C 1.471 -1.332 0.767 -0.699
C 1.399 -0.248 1.633 -0.720
C 2.474 0.609 1.787 1.292
O 2.510 1.688 2.611 -0.431
C 1.471 1.837 3.556 -0.491
C 3.651 0.368 1.042 0.647
O 4.666 1.258 1.239 -0.472
C 5.853 1.089 0.510 -0.957
C 3.707 -0.724 0.199 -0.378
C 2.752 -2.262 -2.356 -1.020
C 1.389 -1.738 -2.755 0.343
O 1.262 -0.790 -3.504 -0.686
C -3.161 -1.450 0.263 -0.331
C -3.344 -0.450 1.405 -1.519
H 1.347 6.891 2.812 0.368
H -0.416 6.894 2.748 0.297
H 0.455 5.416 3.168 0.226
H 1.407 5.296 0.888 0.274
H 0.651 6.835 0.471 0.349
H -1.603 5.789 0.816 0.346
H -0.666 5.085 -0.504 0.366
H -0.987 3.889 2.285 0.330
H 0.045 3.227 1.019 0.140
H -2.973 3.621 0.802 0.406
H -1.927 2.900 -0.436 0.375
H -4.053 2.177 -0.550 0.514
H -5.181 1.065 0.257 0.248
H -4.766 0.314 -2.051 0.516
H -3.007 0.280 -1.742 0.178
H -5.394 -2.032 -2.160 0.408
H -4.491 -3.171 -1.144 0.424
H -3.747 -3.232 -3.463 0.428
H -3.354 -1.497 -3.459 0.415
H -1.094 -1.318 -3.431 0.481
H -1.447 -3.809 -1.270 0.449
H 2.076 -4.748 -1.284 0.509
H 1.635 -4.148 0.310 0.425
H 3.777 -3.190 -0.718 0.521
H 0.605 -1.970 0.679 0.267
H 0.483 -0.067 2.171 0.341
H 0.490 1.922 3.085 -0.012
H 1.458 0.995 4.257 0.379
H 1.702 2.754 4.096 0.225
H 5.675 1.140 -0.570 0.371
H 6.346 0.141 0.751 0.352
H 6.499 1.914 0.805 0.242
H 4.609 -0.931 -0.356 0.526
H 2.988 -3.091 -3.030 0.450
H 3.486 -1.473 -2.523 0.456
H -3.288 -2.466 0.639 0.492
H -2.140 -1.346 -0.139 0.234
H -2.582 -0.589 2.173 0.500
H -4.339 -0.575 1.844 0.378
```

Computed properties:
Calculated total energy (Eh): -1592.71416
LUMO energy (eV): 0.58
Highest occupied orbital energy (Ha): -0.2841
SMILES: CCCCCC(=O)N1CCN(CC/N=C/C2=C(O)C[C@H](c3ccc(OC)c(OC)c3)CC2=O)CC1
Energy relative to the best compared isomer or geometry (same formula, charge and spin) (kJ/mol): 0.00

---

3.
The following is a quantum chemistry calculation of one molecule with the formula C6H12O in a non-equilibrium geometry, from the OMol25 dataset.

Structure (XYZ):
```
19
Properties=species:S:1:pos:R:3:mulliken_charge:R:1
C 0.874 1.717 -1.200 -1.531
C 0.155 0.400 -0.792 0.621
C 0.561 -0.811 -1.664 -1.427
C 0.502 0.072 0.659 -0.241
O -0.037 0.892 1.684 -0.483
C -0.296 -0.506 1.763 0.159
C -1.726 -0.968 1.692 -1.296
H 0.480 2.161 -2.130 0.382
H 0.725 2.486 -0.430 0.359
H 1.940 1.541 -1.337 0.345
H -0.862 0.752 -0.939 0.300
H 1.649 -0.944 -1.591 0.336
H 0.316 -0.654 -2.718 0.382
H 0.126 -1.782 -1.374 0.324
H 1.581 -0.104 0.756 0.402
H 0.279 -0.984 2.566 0.398
H -2.243 -0.510 0.847 0.332
H -2.255 -0.699 2.614 0.338
H -1.770 -2.060 1.593 0.301
```

Computed properties:
Calculated total energy (Eh): -311.00873
LUMO energy (eV): 1.11
Highest occupied orbital energy (Ha): -0.3639
SMILES: CC(C)[C@H]1O[C@H]1C
Energy relative to the best compared isomer or geometry (same formula, charge and spin) (kJ/mol): 132.71

---

4.
The following is a quantum chemistry calculation of a 2-piece molecular cluster, C5H15NO overall in a non-equilibrium geometry, from the OMol25 dataset.

Structure (XYZ):
```
22
Properties=species:S:1:pos:R:3:mulliken_charge:R:1
C 0.000 0.000 0.000 -1.090
C -0.611 -1.315 0.035 -0.156
C -0.506 -2.138 -1.289 -0.620
N -0.487 -3.497 -0.887 -0.157
C -0.805 -4.329 -2.070 -0.972
C 0.905 -3.991 -0.610 -0.921
H -0.525 0.609 -0.755 0.328
H 1.062 -0.077 -0.287 0.371
H -0.065 0.514 0.974 0.146
H 0.122 -1.756 0.736 0.083
H -1.610 -1.380 0.507 0.332
H -1.423 -1.918 -1.868 0.356
H 0.360 -1.788 -1.884 0.347
H -1.814 -4.091 -2.447 0.303
H -0.746 -5.414 -1.884 0.298
H -0.067 -4.063 -2.846 0.410
H 1.103 -3.707 0.437 0.265
H 1.641 -3.484 -1.257 0.338
H 1.041 -5.081 -0.711 0.342
O 1.483 1.189 3.029 -0.657
H 1.559 1.813 2.273 0.332
H 0.570 1.323 3.371 0.322
```

Computed properties:
Calculated total energy (Eh): -329.44263
LUMO energy (eV): 0.88
Highest occupied orbital energy (Ha): -0.3269
SMILES: CCCN(C)C.O
Energy relative to the best compared isomer or geometry (same formula, charge and spin) (kJ/mol): 170.59

---

5.
The following is a quantum chemistry calculation of C13H8BrINO4S4SbTc as an isolated structure in a non-equilibrium geometry, from the OMol25 dataset.

Structure (XYZ):
```
34
Properties=species:S:1:pos:R:3:mulliken_charge:R:1
Tc 0.158 -1.594 0.773 0.673
S -2.103 -5.351 2.372 -0.109
Sb -2.736 -3.185 2.627 1.110
S -0.235 -2.126 2.817 -0.031
S -1.794 -2.385 -0.072 0.141
S -3.973 -1.437 3.276 -0.146
O -2.651 -0.921 -0.095 -0.196
C -1.953 0.195 0.001 1.478
O -0.720 0.120 0.348 -0.809
C -2.597 1.437 -0.295 0.197
C -1.837 2.622 -0.266 -0.444
C -2.425 3.813 -0.628 -0.648
C -3.761 3.807 -1.000 0.104
C -4.542 2.660 -1.006 -0.658
C -3.958 1.463 -0.657 -0.447
N -4.390 5.102 -1.441 0.992
O -5.582 5.068 -1.628 -0.531
O -3.632 6.035 -1.554 -0.533
H -0.793 2.601 0.014 0.410
H -1.863 4.736 -0.638 0.527
H -5.584 2.716 -1.290 0.535
H -4.540 0.552 -0.674 0.485
Br 3.620 -1.521 -2.815 -0.120
C 4.550 -1.890 -1.214 0.102
C 5.894 -1.574 -1.101 -0.331
C 6.567 -1.808 0.092 -0.499
C 5.912 -2.358 1.188 -0.603
C 4.574 -2.705 1.089 -0.445
C 3.924 -2.469 -0.111 0.609
I 1.934 -3.204 -0.362 0.522
H 6.413 -1.145 -1.947 0.437
H 7.617 -1.558 0.158 0.428
H 6.439 -2.529 2.116 0.420
H 4.068 -3.170 1.925 0.381
```

Computed properties:
Calculated total energy (Eh): -5640.09938
LUMO energy (spin up / spin down) (eV): -14.28 / -14.28
Highest occupied orbital energy (spin up / spin down) (Ha): -0.6416 / -0.6416
Total charge: +3

---

6.
The following is a quantum chemistry calculation of a 12-piece molecular cluster, C5H31NO13 overall in a non-equilibrium geometry, from the OMol25 dataset.

Structure (XYZ):
```
50
Properties=species:S:1:pos:R:3:mulliken_charge:R:1
C 2.419 1.352 -3.741 -1.349
C 1.487 2.194 -2.860 -0.074
C 1.633 1.890 -1.366 -0.524
C 0.911 0.762 -0.730 0.510
O 0.810 -0.352 -1.202 -0.625
N 0.316 0.927 0.543 0.799
C 0.229 2.072 1.297 -0.155
O -0.542 2.178 2.221 -0.504
H 1.950 0.486 -4.215 0.244
H 3.392 1.078 -3.329 0.343
H 2.701 1.932 -4.615 0.414
H 0.466 2.085 -3.206 0.045
H 1.787 3.217 -3.062 0.321
H 2.696 1.627 -1.267 0.315
H 1.569 2.811 -0.793 0.239
H -0.415 0.245 0.713 -0.094
H 0.852 2.907 0.977 0.377
O 2.196 0.307 3.714 -0.644
H 1.351 0.435 3.301 0.364
H 2.356 0.768 4.536 0.262
O -1.841 -0.939 2.513 -0.621
H -1.145 -1.596 2.689 0.294
H -1.959 -0.489 3.356 0.253
O -1.241 3.702 -3.674 -0.625
H -1.324 4.000 -2.761 0.326
H -1.529 2.802 -3.498 0.275
O -0.584 -4.175 2.258 -0.668
H -0.194 -4.235 1.375 0.307
H -1.514 -4.401 2.231 0.290
O 3.721 -0.186 1.303 -0.611
H 3.497 0.165 2.177 0.323
H 3.407 -1.092 1.325 0.286
O -2.683 0.595 0.365 -0.704
H -2.479 0.018 1.126 0.064
H -3.128 -0.119 -0.129 0.454
O -2.777 -2.050 0.058 -0.685
H -2.395 -2.722 -0.514 0.354
H -2.212 -1.944 0.829 0.386
O 0.389 -2.070 3.775 -0.679
H 1.316 -1.797 3.846 0.342
H 0.518 -2.901 3.276 0.318
O -0.948 -2.779 -3.328 -0.570
H -0.317 -2.390 -3.951 0.304
H -1.696 -2.308 -3.728 0.292
O -0.208 -3.151 -0.478 -0.564
H 0.010 -2.219 -0.502 0.457
H 0.108 -3.469 -1.330 0.200
O -2.058 2.324 -1.514 -0.629
H -2.649 1.850 -2.105 0.282
H -1.877 1.734 -0.758 0.288
```

Computed properties:
Calculated total energy (Eh): -1242.00876
LUMO energy (eV): 0.10
Highest occupied orbital energy (Ha): -0.3824
SMILES: CCCC(=O)NC=O.O.O.O.O.O.O.O.O.O.O.O
Energy relative to the best compared isomer or geometry (same formula, charge and spin) (kJ/mol): 158.14